# 1
Molecular formula: C2H5NOS
Method: DFT, ωB97M-V/def2-TZVPD

Properties
SMILES: NCC(=O)S
2S+1: 1
Relative energy (zero: lowest compared OMol25 entry of this formula, charge and spin): 193.3 kJ/mol
HOMO energy: -9.433 eV
Molecular weight: 91.1 g/mol
Orbital gap: 10.03 eV

Structure (XYZ):
```
10
Properties=species:S:1:pos:R:3:forces:R:3
N 1.64821 0.04439 -0.02174 3.6 1.9 4.6
C 0.35647 -0.40086 -0.13255 -3.8 -1.9 0.5
C -0.74227 0.74582 -0.06781 -1.0 -3.6 -0.4
O -0.52365 1.88948 -0.03728 0.6 2.1 0.1
S -2.51482 0.10862 0.02604 1.5 -1.3 -0.5
H 1.92725 -0.01150 1.19229 -0.8 0.9 -5.1
H 1.74407 1.04641 -0.40267 -0.1 -1.9 1.2
H 0.26694 -1.05849 -1.04181 -0.6 0.9 0.4
H -0.00221 -1.11492 0.71989 1.0 1.2 -1.3
H -2.15999 -1.24895 -0.23437 -0.5 1.8 0.4
```
Positions in Å, forces in eV/Å.

***

# 2
Molecular formula: C2H5NOS
Method: DFT, ωB97M-V/def2-TZVPD

Properties
2S+1: 1
Relative energy (zero: lowest compared OMol25 entry of this formula, charge and spin): 271.8 kJ/mol
HOMO energy: -9.383 eV
Molecular weight: 91.1 g/mol
Orbital gap: 9.31 eV

Structure (XYZ):
```
10
Properties=species:S:1:pos:R:3:forces:R:3
C 1.58957 -1.17823 -0.30059 2.2 -0.8 1.9
C -0.73166 0.18704 0.24402 -2.1 -1.6 0.8
H 1.08226 -1.76033 -0.94734 -1.5 -2.6 -1.9
H 2.60453 -1.07360 -0.69614 -0.1 0.2 0.1
H 1.66718 -1.66341 0.68291 -0.3 0.5 -0.2
H -2.58035 0.88304 0.49200 2.5 1.7 0.9
H -0.92799 2.28163 1.24729 -3.1 -3.9 -3.2
N -1.57188 1.30560 0.40314 1.9 2.1 1.9
O -1.21141 -0.92358 0.46377 0.6 0.6 -0.4
S 0.85633 0.34558 -0.43571 -0.1 4.0 0.1
```
Positions in Å, forces in eV/Å.

***

# 3
Molecular formula: C2H5NOS
Method: DFT, ωB97M-V/def2-TZVPD

Properties
2S+1: 1
Relative energy (zero: lowest compared OMol25 entry of this formula, charge and spin): 271.2 kJ/mol
HOMO energy: -7.504 eV
Molecular weight: 91.1 g/mol
Orbital gap: 8.12 eV

Structure (XYZ):
```
10
Properties=species:S:1:pos:R:3:forces:R:3
C -1.54300 -0.20741 -0.02361 4.2 2.1 0.2
C 0.37771 0.81576 0.08953 -3.1 -2.4 -0.5
N 1.29798 -0.27075 -0.05098 0.3 0.6 -0.3
O -1.19877 -1.44022 0.05148 -0.8 -1.5 0.0
S -2.91215 0.59917 -0.10863 -0.4 -0.3 0.0
H 0.14547 1.23836 1.04708 0.5 0.2 0.3
H 0.29478 1.44422 -0.78198 0.0 0.3 0.1
H 1.75410 -0.14669 -0.95999 0.0 -0.5 0.6
H -0.22531 -1.65318 0.06245 -0.2 1.2 -0.1
H 2.00919 -0.37925 0.67465 -0.4 0.2 -0.2
```
Positions in Å, forces in eV/Å.

***

# 4
Molecular formula: C2H5NOS
Method: DFT, ωB97M-V/def2-TZVPD

Properties
SMILES: C/N=C/OS
2S+1: 1
Relative energy (zero: lowest compared OMol25 entry of this formula, charge and spin): 261.2 kJ/mol
HOMO energy: -9.420 eV
Molecular weight: 91.1 g/mol
Orbital gap: 9.87 eV

Structure (XYZ):
```
10
Properties=species:S:1:pos:R:3:forces:R:3
C -0.86700 -1.53901 -0.84943 0.5 2.4 1.5
N 0.34256 -0.73721 -0.64316 0.3 0.1 -0.6
C 0.22386 0.29063 0.05050 0.4 0.4 0.8
O 1.30823 1.09535 0.23738 1.2 0.8 0.0
S 0.99707 2.54871 1.04158 1.4 -0.2 0.9
H -1.17105 -1.58463 -1.85800 0.1 -0.4 -1.2
H -1.56114 -0.91213 -0.33306 -1.7 -0.3 0.3
H -0.78113 -2.45542 -0.33893 0.1 -1.3 0.2
H -0.55262 0.76120 0.67905 -0.9 -1.0 -0.6
H 2.06120 2.53251 2.01407 -1.5 -0.4 -1.4
```
Positions in Å, forces in eV/Å.

***

# 5
Molecular formula: C2H5NOS2
Method: DFT, ωB97M-V/def2-TZVPD

Properties
SMILES: ONC(=S)CS
2S+1: 1
Relative energy (zero: lowest compared OMol25 entry of this formula, charge and spin): 146.5 kJ/mol
HOMO energy: -8.816 eV
Molecular weight: 123.2 g/mol
Orbital gap: 9.37 eV

Structure (XYZ):
```
11
Properties=species:S:1:pos:R:3:forces:R:3
O -1.51428 1.86627 -0.02368 0.2 0.5 0.1
N -0.37796 1.10762 -0.05355 0.0 -1.0 0.0
C -0.38144 -0.22616 -0.02880 -0.9 0.5 -0.6
S -1.84310 -1.06942 0.07170 0.9 0.4 0.0
C 0.96055 -0.94511 -0.19575 -1.1 0.9 -0.3
S 2.39567 0.09867 0.00987 0.5 0.0 0.3
H -2.26109 1.24378 -0.00066 0.0 -0.6 0.0
H 0.44331 1.69210 -0.06582 0.2 -0.2 -0.1
H 0.90450 -1.74380 0.49247 0.4 -0.9 0.9
H 1.02415 -1.42046 -1.16932 -0.2 0.2 -0.3
H 2.33331 0.10435 1.34979 0.1 0.1 0.0
```
Positions in Å, forces in eV/Å.

***

# 6
Molecular formula: C2H5NOS3
Method: DFT, ωB97M-V/def2-TZVPD

Properties
2S+1: 1
Relative energy (zero: lowest compared OMol25 entry of this formula, charge and spin): 265.4 kJ/mol
HOMO energy: -8.925 eV
Molecular weight: 155.3 g/mol
Orbital gap: 8.66 eV

Structure (XYZ):
```
12
Properties=species:S:1:pos:R:3:forces:R:3
C -0.58222 1.48135 0.98906 0.4 -0.9 1.2
C -1.83804 -0.96847 0.68592 0.5 -0.8 0.0
N -1.30885 1.81420 0.11814 3.3 1.4 -1.1
O 0.17473 1.09810 1.78405 0.5 0.4 0.2
S 3.19979 -0.10489 -0.42297 -1.1 0.9 -3.6
S -0.57894 -1.90702 1.38740 -0.7 0.5 0.0
S -2.33384 -1.44120 -0.91211 1.7 -1.4 1.4
H 1.82509 -0.13964 -0.80307 1.8 0.2 0.1
H -2.23588 1.75415 0.03829 -4.0 -0.3 -0.3
H 2.79367 -0.44941 0.69189 -0.8 -1.0 3.5
H -0.41442 -1.21366 2.58275 -0.4 -0.4 -1.0
H -3.09949 -0.42635 -1.02879 -1.3 1.4 -0.4
```
Positions in Å, forces in eV/Å.

***

# 7
Molecular formula: C2H5NP2
Method: DFT, ωB97M-V/def2-TZVPD

Properties
SMILES: [H]/P=C\N=[PH]=C
2S+1: 1
Relative energy (zero: lowest compared OMol25 entry of this formula, charge and spin): 282.9 kJ/mol
HOMO energy (spin up / spin down): -8.531 / -8.496 eV
Molecular weight: 105.0 g/mol
Orbital gap (spin up / spin down): 7.34 / 7.28 eV

Structure (XYZ):
```
10
Properties=species:S:1:pos:R:3:forces:R:3
H -1.53667 0.29334 1.40750 0.6 0.3 2.6
P -1.86884 0.37785 0.13307 1.2 0.9 -2.6
C -1.04810 -1.20670 -0.12014 -1.1 -0.5 -1.3
N 0.17600 -1.44970 -0.07534 0.9 -0.6 1.0
P 1.38832 -0.28649 0.31136 -1.1 -0.2 0.7
C 0.75569 1.31849 -0.12564 -1.1 -1.8 -0.7
H -1.63613 -2.04200 -0.55614 -0.1 0.4 0.4
H 1.92881 -0.78194 -0.80420 1.7 0.1 -1.6
H 1.21848 1.91071 -0.90203 -0.3 -0.1 -0.5
H 0.62246 1.86643 0.73156 -0.5 1.5 1.9
```
Positions in Å, forces in eV/Å.

***

# 8
Molecular formula: C2H5NS2
Method: DFT, ωB97M-V/def2-TZVPD

Properties
SMILES: CSNC=S
2S+1: 1
Relative energy (zero: lowest compared OMol25 entry of this formula, charge and spin): 327.8 kJ/mol
HOMO energy: -8.677 eV
Molecular weight: 107.2 g/mol
Orbital gap: 8.01 eV

Structure (XYZ):
```
10
Properties=species:S:1:pos:R:3:forces:R:3
C -1.54329 0.77593 -0.01233 -1.2 5.4 0.2
S -1.00798 -0.88344 -0.07610 -4.5 -2.1 1.1
N 0.55215 -0.94321 -0.39059 2.9 -0.8 -2.6
C 1.57631 -0.80769 0.50782 3.8 3.2 -4.7
S 3.10135 0.02623 -0.14849 -3.8 -2.7 2.1
H -1.62222 1.50279 -0.88537 -0.6 -2.0 -0.4
H -0.66160 1.33515 0.27802 0.3 0.1 1.5
H -2.51267 1.22867 0.63858 2.8 -2.3 -1.2
H 0.72736 -1.21175 -1.42896 0.5 1.3 2.6
H 1.39058 -1.02267 1.51742 -0.3 -0.1 1.3
```
Positions in Å, forces in eV/Å.

***

Electronic energy
In order: -607.333174; -607.303289; -607.303530; -607.307318; -1005.517987; -1403.652201; -816.520488; -930.214606
Unit: hartree